ORCA calculation (wB97M-V/def2-TZVPD) on a structure of composition C34H41CoN4O2P2S4 in a non-equilibrium geometry.

The geometry in XYZ format:
```
88
Properties=species:S:1:pos:R:3:forces:R:3:lowdin_charge:R:1
Co 1.88165 -0.81590 0.07048 0.6 -0.8 0.7 0.120
N 1.55625 -0.95480 2.15170 0.1 0.1 -0.4 -0.011
N 1.96715 0.26528 2.71804 -0.1 0.1 0.2 0.012
C 2.47070 1.24192 1.83749 0.0 -0.1 -0.1 -0.730
O 3.08795 2.18694 2.32163 0.0 0.1 0.0 0.006
O 2.19371 1.04390 0.60699 -0.1 0.3 -0.5 -0.134
H 0.61016 -1.17804 2.44726 0.0 0.0 -0.1 0.084
H 2.17627 -1.72272 2.38845 0.0 0.0 0.1 0.065
H 2.40729 0.23082 3.62367 0.0 0.0 0.0 0.132
S 3.31278 -4.13963 -2.47517 -0.1 0.1 0.1 0.425
C 2.85822 -2.86342 -1.53235 0.2 -0.2 -0.4 -1.803
S 2.00894 -1.46030 -2.11226 -0.1 0.4 0.2 0.492
S 3.18552 -2.69071 0.15452 -0.5 0.2 -0.1 0.511
C -1.81091 -0.77744 -1.57481 0.0 -0.1 0.0 -0.300
C -1.15973 0.56655 -1.26637 0.1 0.1 0.0 -0.378
P -1.29005 1.15181 0.47809 0.0 -0.1 0.1 1.045
C -0.77637 2.91572 0.31552 0.0 0.0 0.0 -0.355
C -0.93425 3.69478 -0.82919 -0.1 0.0 0.0 -0.090
C -0.51713 5.01775 -0.85132 0.0 0.0 0.0 -0.095
C 0.06836 5.58460 0.27412 0.0 0.0 0.0 -0.100
C 0.23742 4.81877 1.41845 0.0 0.0 -0.1 -0.083
C -0.17988 3.49474 1.43393 0.1 -0.1 0.0 -0.106
C -3.11525 1.35575 0.66064 0.0 0.1 0.0 -0.390
C -3.63320 1.30566 1.95481 0.0 0.0 0.0 -0.123
C -4.99090 1.47093 2.19075 0.1 0.0 0.0 -0.093
C -5.86051 1.66904 1.12657 0.0 0.0 0.0 -0.104
C -5.36180 1.70514 -0.16822 0.0 0.0 0.0 -0.097
C -3.99980 1.55094 -0.39670 0.0 0.1 0.0 -0.105
C -1.34891 -1.94429 -0.70546 -0.3 -0.1 0.0 -0.373
P -2.26592 -2.05899 0.90053 0.1 0.1 0.0 1.063
C -1.15483 -3.16729 1.84603 -0.1 -0.1 0.0 -0.407
C -0.14763 -3.94335 1.27337 0.1 0.1 0.0 -0.108
C 0.68414 -4.72187 2.06711 0.0 0.0 0.1 -0.087
C 0.51427 -4.74086 3.44488 0.0 0.0 0.0 -0.091
C -0.47733 -3.96367 4.03154 0.0 0.0 0.0 -0.098
C -1.29535 -3.17308 3.23588 0.0 -0.1 0.0 -0.126
C -3.65210 -3.14450 0.36934 0.0 0.0 0.1 -0.361
C -4.81151 -2.48983 -0.05276 0.0 0.0 0.0 -0.107
C -5.90398 -3.20449 -0.52481 0.0 0.0 0.0 -0.092
C -5.86134 -4.59125 -0.55767 0.0 0.0 0.0 -0.103
C -4.71998 -5.25367 -0.12566 0.0 0.0 0.0 -0.092
C -3.62272 -4.53643 0.33195 0.0 0.0 0.0 -0.083
H -1.57434 -1.01131 -2.61488 0.0 0.0 0.0 0.110
H -2.90068 -0.68410 -1.51492 0.0 0.0 -0.1 0.080
H -1.55641 1.30180 -1.96731 0.0 0.1 0.0 0.058
H -0.08296 0.50821 -1.45812 0.0 0.0 0.0 0.049
H -1.39012 3.28050 -1.71926 0.0 0.0 0.0 0.088
H -0.64503 5.60701 -1.75163 0.0 0.0 0.0 0.097
H 0.40956 6.61266 0.25095 0.0 0.0 0.0 0.097
H 0.72218 5.23993 2.28969 0.0 0.0 0.0 0.104
H -0.00964 2.88755 2.31680 0.0 0.0 0.0 0.097
H -2.95839 1.11949 2.78305 0.0 0.0 0.0 0.095
H -5.37274 1.42949 3.20339 0.0 0.0 0.0 0.098
H -6.92237 1.78703 1.30426 0.0 0.0 0.0 0.096
H -6.03444 1.85434 -1.00422 0.0 0.0 0.0 0.098
H -3.63233 1.58327 -1.41549 0.0 0.0 0.0 0.096
H -0.29000 -1.85414 -0.48169 0.2 0.1 0.0 0.007
H -1.46881 -2.87284 -1.26488 0.0 -0.1 0.0 0.094
H 0.03253 -3.91447 0.20467 0.0 -0.1 0.1 0.100
H 1.48386 -5.28523 1.60385 0.0 0.0 0.0 0.104
H 1.17294 -5.33921 4.06218 0.0 0.0 0.0 0.099
H -0.60098 -3.95893 5.10755 0.0 0.0 0.0 0.097
H -2.05800 -2.55097 3.69203 0.0 0.0 0.0 0.094
H -4.85648 -1.40589 -0.00300 0.0 0.0 0.0 0.085
H -6.79208 -2.67893 -0.85375 0.0 0.0 0.0 0.098
H -6.71386 -5.15408 -0.91678 0.0 0.0 0.0 0.096
H -4.68055 -6.33590 -0.14768 0.0 0.0 0.0 0.099
H -2.73896 -5.06901 0.66282 0.0 0.0 0.0 0.100
C 6.43546 0.46046 -4.07646 0.0 0.0 0.0 -0.104
C 5.03286 0.40181 -3.48878 0.0 0.0 0.0 -0.297
N 4.77633 1.46061 -2.52492 0.2 -0.1 0.1 -0.004
C 5.06800 1.36049 -1.20548 -0.3 -0.2 -0.1 -0.852
S 5.85404 0.01915 -0.56513 0.1 0.3 0.1 0.583
N 4.63775 2.38334 -0.43130 0.1 0.0 0.1 -0.005
C 3.63378 3.36150 -0.81606 0.0 0.0 0.0 -0.258
C 4.22727 4.62628 -1.42891 0.0 0.0 0.0 -0.088
H 6.54691 -0.30145 -4.85116 0.0 0.0 0.0 0.068
H 7.17105 0.27304 -3.29458 0.0 0.0 0.0 0.049
H 6.63455 1.43889 -4.52017 0.0 0.0 0.0 0.064
H 4.86127 -0.55799 -3.00037 0.0 0.0 0.0 0.064
H 4.28638 0.50811 -4.27780 0.0 0.0 0.0 0.111
H 4.14548 2.18884 -2.80551 0.0 0.1 0.0 0.105
H 4.69733 2.19747 0.56000 -0.1 -0.1 0.0 0.091
H 3.07723 3.59687 0.08908 0.0 0.0 0.0 0.102
H 2.90561 2.90441 -1.49372 -0.1 0.0 0.0 0.109
H 4.89936 5.10784 -0.71735 0.0 0.0 0.0 0.071
H 3.43545 5.33359 -1.68908 0.0 0.0 0.0 0.063
H 4.80262 4.40601 -2.33085 0.0 0.0 0.0 0.062
```
Positions in Å, forces in eV/Å.

Summary:
HOMO-LUMO gap (alpha / beta) (eV): 7.08 / 7.08
Net charge: -1
E (eV): -145528.9825
E_HOMO (alpha / beta) (Eh): -0.1759 / -0.1758
Multiplicity: 2